Below is an isolated molecule of C32H43BClFNO5P, with properties calculated with ωB97M-V with the def2-TZVPD basis set.

Cartesian coordinates (Å):
C: 8.07 0.77 -0.31
C: 8.01 -0.12 1.01
C: 6.64 -0.89 1.24
C: 5.74 -1.06 -0.06
C: 4.79 -2.33 0.13
C: 3.36 -2.15 -0.53
C: 2.49 -3.48 -0.28
C: 1.47 -3.77 -1.47
C: -0.05 -3.47 -1.07
C: -0.52 -4.23 0.22
C: -2.09 -4.16 0.48
C: -2.65 -2.71 0.57
C: -1.69 -1.65 1.01
C: -2.11 -0.26 1.08
C: -3.52 0.13 0.73
C: -4.51 -0.86 0.30
B: -6.03 -0.48 -0.08
O: -6.52 -0.96 -1.34
N: -6.97 0.29 0.76
C: -8.15 -0.57 1.08
C: -7.48 1.46 -0.02
C: -4.02 -2.29 0.23
P: -5.24 -3.59 -0.38
O: -6.51 -3.63 0.44
C: -3.79 1.69 0.83
O: -4.78 2.18 1.30
C: -2.59 2.58 0.30
C: -2.88 3.76 -0.54
C: -1.70 4.51 -1.02
C: -0.32 4.11 -0.69
C: 0.85 4.97 -1.29
C: 0.55 5.55 -2.71
O: 0.41 4.85 -3.66
F: 0.49 6.94 -2.79
C: -0.01 2.92 0.16
C: 1.45 2.45 0.50
C: 2.39 3.58 1.11
C: 3.75 3.59 0.28
Cl: 2.84 3.21 2.86
C: -1.20 2.17 0.63
C: -1.09 0.86 1.50
O: -0.31 0.71 2.41
H: 7.13 1.35 -0.52
H: 8.34 0.08 -1.17
H: 8.94 1.48 -0.19
H: 8.92 -0.78 1.02
H: 8.13 0.58 1.89
H: 6.08 -0.35 2.07
H: 6.89 -1.91 1.66
H: 6.39 -1.28 -0.96
H: 5.17 -0.10 -0.19
H: 5.30 -3.21 -0.34
H: 4.72 -2.53 1.23
H: 3.47 -1.98 -1.64
H: 2.87 -1.26 -0.06
H: 3.25 -4.32 -0.25
H: 2.01 -3.42 0.73
H: 1.71 -3.00 -2.27
H: 1.60 -4.77 -1.95
H: -0.12 -2.35 -1.00
H: -0.71 -3.75 -1.95
H: -0.28 -5.33 0.06
H: -0.02 -3.90 1.17
H: -2.57 -4.75 -0.36
H: -2.31 -4.77 1.41
H: -0.63 -1.88 1.30
H: -7.12 -1.72 -1.17
H: -7.79 -1.54 1.54
H: -8.79 -0.08 1.87
H: -8.79 -0.75 0.17
H: -8.29 1.19 -0.76
H: -6.60 1.96 -0.51
H: -7.92 2.17 0.75
H: -5.59 -3.28 -1.74
H: -4.66 -4.89 -0.38
H: -3.91 4.07 -0.83
H: -1.86 5.40 -1.69
H: 1.75 4.29 -1.41
H: 1.12 5.75 -0.53
H: 1.91 2.13 -0.49
H: 1.50 1.56 1.17
H: 1.90 4.59 1.09
H: 4.31 2.64 0.54
H: 3.57 3.54 -0.83
H: 4.39 4.47 0.58

HOMO level in eV: -8.66
Max |F| in eV/Å: 3.3
HOMO-LUMO gap in eV: 7.64
Multiplicity: 1
Lowest unoccupied orbital energy in eV: -1.02

---

Below is a cluster of 2 separate species, C4H15N2S in total, with properties calculated with ωB97M-V with the def2-TZVPD basis set.

Cartesian coordinates (Å):
C: -2.87 -1.15 -0.51
N: -3.34 -2.10 -1.53
C: -1.36 -0.95 -0.65
N: -0.87 0.10 0.32
H: -3.10 -1.51 0.51
H: -3.34 -0.16 -0.68
H: -3.09 -3.05 -1.19
H: -4.36 -2.03 -1.50
H: -1.11 -0.57 -1.65
H: -0.74 -1.85 -0.44
H: 0.16 0.27 0.10
H: -1.43 0.94 0.37
H: -0.88 -0.30 1.27
C: 2.38 0.32 2.06
C: 2.12 1.51 1.18
S: 2.04 1.07 -0.57
H: 3.23 -0.28 1.75
H: 1.48 -0.27 2.06
H: 2.50 0.62 3.11
H: 1.17 2.00 1.43
H: 2.89 2.28 1.31
H: 1.71 2.27 -1.11

HOMO level in eV: -13.38
Total charge: +1
Max |F| in eV/Å: 2.2
HOMO-LUMO gap in eV: 10.09
Energy above the lowest of the compared OMol25 structures with the same formula, charge and spin in kcal/mol: 20.3
Multiplicity: 1
Lowest unoccupied orbital energy in eV: -3.28

---

Please write out number 2 again, unchanged.
Below is a cluster of 2 separate species, C4H15N2S in total, with properties calculated with ωB97M-V with the def2-TZVPD basis set.

Cartesian coordinates (Å):
C: -2.87 -1.15 -0.51
N: -3.34 -2.10 -1.53
C: -1.36 -0.95 -0.65
N: -0.87 0.10 0.32
H: -3.10 -1.51 0.51
H: -3.34 -0.16 -0.68
H: -3.09 -3.05 -1.19
H: -4.36 -2.03 -1.50
H: -1.11 -0.57 -1.65
H: -0.74 -1.85 -0.44
H: 0.16 0.27 0.10
H: -1.43 0.94 0.37
H: -0.88 -0.30 1.27
C: 2.38 0.32 2.06
C: 2.12 1.51 1.18
S: 2.04 1.07 -0.57
H: 3.23 -0.28 1.75
H: 1.48 -0.27 2.06
H: 2.50 0.62 3.11
H: 1.17 2.00 1.43
H: 2.89 2.28 1.31
H: 1.71 2.27 -1.11

HOMO level in eV: -13.38
Total charge: +1
Max |F| in eV/Å: 2.2
HOMO-LUMO gap in eV: 10.09
Energy above the lowest of the compared OMol25 structures with the same formula, charge and spin in kcal/mol: 20.3
Multiplicity: 1
Lowest unoccupied orbital energy in eV: -3.28

---

Question: Among the records above, which one has the lowest HOMO-LUMO gap?
Answer: C32H43BClFNO5P

---

Question: Which value of max |F| does entry 1 give?
Answer: 3.3 eV/Å